i | {"formula": "C3H4N2O", "method": "wB97M-V/def2-TZVPD", "elements": ["C", "C", "C", "H", "H", "H", "H", "N", "N", "O"], "positions_angstrom": [[0.2252, -0.7619, -0.3168], [1.2503, 0.2290, -0.1875], [0.6885, 1.3753, 0.1848], [-1.9376, -1.8201, 0.8641], [-0.1728, -1.9353, -0.6807], [2.2973, -0.0677, -0.4532], [1.2360, 2.3654, 0.1368], [-0.8043, -0.0060, -0.0004], [-0.7170, 1.2757, 0.1831], [-2.0657, -0.6543, 0.2698]], "nbo_charge": [-0.09, -0.34, -0.09, 0.48, 0.25, 0.23, 0.22, 0.12, -0.25, -0.53], "e_homo_ev": -9.4, "e_lumo_ev": -0.471, "gap_ev": 8.950, "charge": 0}


ii | {"formula": "C3H4N2O", "method": "wB97M-V/def2-TZVPD", "elements": ["O", "C", "C", "N", "N", "C", "H", "H", "H", "H"], "positions_angstrom": [[1.5381, 0.6655, -1.2534], [0.7792, -0.3962, 0.8139], [-0.4734, -0.9231, 0.8639], [-1.3089, -0.2681, -0.0884], [-0.7798, 0.6189, -0.7950], [0.6041, 0.6735, -0.2150], [2.3046, 0.2569, -0.8210], [-0.9100, -1.7465, 1.4180], [-2.3005, -0.4698, -0.2366], [0.5497, 1.6537, 0.3202]], "nbo_charge": [-0.69, -0.20, -0.27, -0.17, -0.07, 0.07, 0.49, 0.22, 0.41, 0.22], "e_homo_ev": [-8.6, -8.6], "e_lumo_ev": [-0.710, -0.709], "gap_ev": [7.900, 7.901], "charge": 0}


iii | {"formula": "C3H4N2O", "method": "wB97M-V/def2-TZVPD", "elements": ["N", "C", "N", "O", "C", "C", "H", "H", "H", "H"], "positions_angstrom": [[-1.7524, -0.0624, -0.0704], [-0.4619, -0.3838, 0.2684], [0.0496, -1.5917, 0.2083], [1.5200, -1.2590, -0.1491], [1.6496, 0.0665, -0.0405], [0.5013, 0.6508, 0.3177], [-2.1788, 0.7807, 0.2703], [-2.1225, -0.4985, -0.8943], [2.5668, 0.6127, -0.2478], [0.2283, 1.6848, 0.3374]], "nbo_charge": [-0.83, 0.32, -0.16, -0.34, 0.18, -0.40, 0.39, 0.41, 0.21, 0.22], "e_homo_ev": -9.3, "e_lumo_ev": 0.832, "smiles": "Nc1ccon1", "gap_ev": 10.143, "charge": 0}


iv | {"formula": "C3H4N2O", "method": "wB97M-V/def2-TZVPD", "elements": ["O", "C", "C", "C", "N", "N", "H", "H", "H", "H"], "positions_angstrom": [[0.4169, -0.9181, -1.7901], [0.1147, -0.3141, -0.6173], [0.8001, -0.1139, 0.5390], [-0.1067, 0.6548, 1.3285], [-1.2689, 0.8255, 0.7468], [-1.1329, 0.2448, -0.4898], [1.1993, -0.4771, -2.1452], [1.7518, -0.5407, 0.8107], [0.0732, 1.0790, 2.3082], [-1.8476, -0.4403, -0.6909]], "nbo_charge": [-0.67, 0.44, -0.42, -0.01, -0.27, -0.40, 0.50, 0.23, 0.21, 0.40], "e_homo_ev": -9.3, "e_lumo_ev": 0.633, "smiles": "Oc1ccn[nH]1", "gap_ev": 9.918, "charge": 0}


Which one sits at the bottom of the stability order? i does.


i | {"formula": "C4H5NO2", "method": "wB97M-V/def2-TZVPD", "elements": ["N", "C", "C", "C", "O", "C", "O", "H", "H", "H", "H", "H"], "positions_angstrom": [[0.7866, -2.0851, -0.3142], [0.2251, -0.8718, -0.0128], [0.7056, 0.3987, -0.1208], [-0.4254, 1.2431, 0.1460], [-0.4346, 2.6029, 0.0901], [-1.4759, 0.4432, 0.4442], [-1.0667, -0.8807, 0.3492], [0.3769, -2.9288, 0.0461], [1.7633, -2.1000, -0.5481], [1.7194, 0.7011, -0.3490], [0.3336, 2.8663, -0.4313], [-2.5079, 0.6110, 0.7007]], "nbo_charge": [-0.82, 0.50, -0.48, 0.24, -0.66, -0.05, -0.42, 0.40, 0.40, 0.22, 0.48, 0.21], "e_homo_ev": -7.5, "e_lumo_ev": 0.860, "smiles": "Nc1cc(O)co1", "gap_ev": 8.342, "charge": 0}


ii | {"formula": "C4H5NO2", "method": "wB97M-V/def2-TZVPD", "elements": ["O", "C", "C", "C", "N", "C", "O", "H", "H", "H", "H", "H"], "positions_angstrom": [[2.2045, -1.2611, -0.6553], [1.3955, -0.7636, 0.0776], [0.6265, 0.5006, -0.2942], [-0.6446, 0.2814, -1.0854], [-1.6335, 0.8325, -0.2907], [-1.0672, 1.3130, 0.7847], [0.2307, 1.1939, 0.9278], [1.1391, -1.1862, 1.0699], [1.2763, 1.1696, -0.8669], [-0.9805, -1.7111, -0.9138], [-0.9599, -2.1993, -0.3400], [-1.5869, 1.8304, 1.5863]], "nbo_charge": [-0.47, 0.44, -0.23, 0.18, -0.59, 0.49, -0.43, 0.13, 0.27, 0.02, -0.02, 0.20], "e_homo_ev": -9.0, "e_lumo_ev": -0.821, "gap_ev": 8.200, "charge": 0}


Which one sits at the bottom of the stability order? ii does.


i | {"formula": "C4H5NO2", "method": "wB97M-V/def2-TZVPD", "elements": ["C", "C", "C", "O", "C", "O", "N", "H", "H", "H", "H", "H"], "positions_angstrom": [[-0.6756, -1.0213, -1.2519], [-0.0305, -0.2638, -0.1523], [0.7572, -0.5971, 0.8598], [0.9088, 0.4602, 1.7366], [0.1987, 1.5280, 1.2348], [0.0649, 2.5571, 1.8265], [-0.3137, 1.1383, -0.0446], [-1.7422, -1.0869, -1.0143], [-0.5931, -0.5318, -2.2296], [-0.2587, -2.0258, -1.3194], [1.2849, -1.5048, 1.1011], [0.3994, 1.3479, -0.7468]], "nbo_charge": [-0.64, 0.08, 0.05, -0.47, 0.87, -0.54, -0.65, 0.24, 0.22, 0.23, 0.21, 0.40], "e_homo_ev": -9.2, "e_lumo_ev": 0.628, "smiles": "Cc1coc(=O)[nH]1", "gap_ev": 9.804, "charge": 0}


ii | {"formula": "C4H5NO2", "method": "wB97M-V/def2-TZVPD", "elements": ["O", "C", "C", "C", "N", "C", "O", "H", "H", "H", "H", "H"], "positions_angstrom": [[-1.7780, -0.4196, 1.2207], [-1.7155, -0.0892, 0.0571], [-0.7527, 0.9138, -0.4680], [0.1132, 1.5129, 0.3485], [2.1153, -1.0951, 0.3242], [1.2496, -1.4817, -0.4352], [0.4264, -1.7227, -1.2323], [-2.3871, -0.5459, -0.6968], [-0.7700, 1.0992, -1.5402], [0.8499, 2.2270, -0.0066], [0.0994, 1.2803, 1.4108], [2.5495, -1.6789, 1.0179]], "nbo_charge": [-0.53, 0.40, -0.34, -0.28, -0.78, 0.88, -0.51, 0.12, 0.21, 0.20, 0.22, 0.42], "e_homo_ev": -9.9, "e_lumo_ev": 0.267, "smiles": "C=CC=O.N=C=O", "gap_ev": 10.188, "charge": 0}


Which one sits at the bottom of the stability order? ii does.


i | {"formula": "C4H5NO2", "method": "wB97M-V/def2-TZVPD", "elements": ["C", "C", "C", "O", "C", "O", "N", "H", "H", "H", "H", "H"], "positions_angstrom": [[0.5213, -0.4290, 1.7915], [0.6697, 0.1413, 0.4201], [1.5785, -0.2237, -0.5294], [0.7655, 0.1940, -1.8125], [-0.4023, 0.5232, -1.4341], [-1.4680, 0.3505, -2.2039], [-0.4974, 0.7401, -0.1435], [0.7589, 0.2440, 2.6176], [-0.5140, -0.7795, 1.9174], [1.1568, -1.3152, 1.8502], [-1.1998, -0.3665, -2.8023], [-1.3691, 0.9209, 0.3290]], "nbo_charge": [-0.63, -0.11, -0.03, -0.48, 0.86, -0.65, -0.56, 0.22, 0.20, 0.25, 0.51, 0.42], "e_homo_ev": -8.4, "e_lumo_ev": 0.237, "gap_ev": 8.680, "charge": 0}


ii | {"formula": "C4H5NO2", "method": "wB97M-V/def2-TZVPD", "elements": ["O", "C", "C", "O", "N", "C", "C", "H", "H", "H", "H", "H"], "positions_angstrom": [[1.7499, -2.2059, 1.1416], [0.5760, -2.0424, 0.9629], [-0.0978, -0.8803, 0.2230], [-1.1904, -1.1597, -0.2341], [0.5476, 0.2810, -0.1259], [0.1626, 1.6564, 0.1118], [-0.4819, 1.0695, -1.0465], [-0.1956, -2.7864, 1.2385], [0.9712, 2.3461, -0.0586], [-0.4704, 1.8590, 0.9693], [-1.5728, 0.9280, -1.0247], [-0.0663, 1.0747, -2.0417]], "nbo_charge": [-0.46, 0.36, 0.55, -0.55, -0.45, -0.22, -0.24, 0.13, 0.21, 0.21, 0.23, 0.22], "e_homo_ev": -9.9, "e_lumo_ev": -0.142, "smiles": "O=CC(=O)N1CC1", "gap_ev": 9.801, "charge": 0}


iii | {"formula": "C4H5NO2", "method": "wB97M-V/def2-TZVPD", "elements": ["O", "C", "C", "C", "N", "C", "O", "H", "H", "H", "H", "H"], "positions_angstrom": [[1.0206, -1.3744, -2.1760], [0.9281, -0.3333, -1.6558], [0.7455, 0.8308, -1.0608], [-1.0887, -0.8985, 0.5420], [-0.6305, 0.0949, 1.4953], [0.3326, 0.8742, 1.3075], [1.1860, 1.0616, 0.2363], [-0.2706, -1.4654, 0.0848], [0.3706, 1.6669, -1.6375], [-1.6776, -0.4390, -0.2589], [-1.7283, -1.6121, 1.0658], [0.6613, 1.5372, 2.1080]], "nbo_charge": [-0.43, 0.68, -0.23, -0.45, -0.46, 0.41, -0.50, 0.18, 0.23, 0.21, 0.21, 0.17], "e_homo_ev": -9.2, "e_lumo_ev": 0.270, "smiles": "C/N=C\\OC=C=O", "gap_ev": 9.429, "charge": 0}


iv | {"formula": "C4H5NO2", "method": "wB97M-V/def2-TZVPD", "elements": ["C", "C", "C", "C", "N", "O", "O", "H", "H", "H", "H", "H"], "positions_angstrom": [[0.2942, 0.9484, 0.5451], [-1.8798, 0.2639, -0.0810], [1.0409, 0.2543, -0.6297], [0.6001, -0.5830, 0.4925], [-1.1395, 1.0978, 0.3439], [-2.7984, -0.3206, -0.4473], [-0.3819, -1.5149, 0.2914], [0.8675, 1.7428, 1.1484], [0.5106, 0.2277, -1.5700], [2.1143, 0.5606, -0.5848], [1.3484, -1.0640, 1.1167], [-0.5764, -1.6129, -0.6253]], "nbo_charge": [-0.08, 0.84, -0.47, 0.08, -0.55, -0.52, -0.67, 0.24, 0.22, 0.23, 0.19, 0.48], "e_homo_ev": -9.3, "e_lumo_ev": 0.793, "smiles": "O=C=N[C@@H]1C[C@@H]1O", "gap_ev": 10.061, "charge": 0}


Which one sits at the bottom of the stability order? i does.